[1]
C45H62F2O39 | wB97M-V/def2-TZVPD

```
! RIJCOSX wB97M-V def2-TZVPD def2/J DEFGRID3
* xyz 0 1
H -2.1135 1.7441 -4.0539
O 0.7246 -1.3399 1.3977
H -1.5495 0.7313 -5.8965
H -1.0933 0.6263 -3.0964
H -1.6236 -1.9302 0.3344
C -5.3644 5.0617 -3.0096
H 3.9105 -3.8715 2.3067
C 3.8464 1.3998 3.3430
O 0.8471 4.5471 -1.4763
H 4.6047 -2.5736 3.2692
F 1.0129 6.8170 -1.8481
C 5.5255 0.5365 -0.2008
H -3.6255 5.1956 1.7234
H 0.7382 2.9533 2.8937
H -4.1411 3.6936 1.2026
C -1.8230 -3.9505 -4.5955
H 4.0420 0.6092 2.6185
H -1.7638 5.7832 -2.6106
C 4.5470 -3.2774 -1.2135
H -5.0083 -4.7792 -3.6913
O -0.1138 2.3568 -3.7690
O 0.3457 1.3654 -5.6470
H 1.2127 -3.6669 6.3463
O 2.9837 -4.6393 6.5263
H 2.1456 1.5823 -2.5447
H 1.7863 0.8098 3.1092
H 4.6884 1.5571 -2.7820
H 0.1501 0.5287 0.5916
C 1.7274 -4.9531 4.6434
C -0.1601 4.0164 -0.7551
C -4.3260 -4.6793 -4.5355
H -2.1267 1.0339 1.2916
C 1.9710 -1.8652 -6.3427
O 3.0270 -1.0187 -4.4697
O -0.1179 2.9566 -0.1906
O 6.1758 0.6481 0.8545
H -7.2853 4.1475 -2.6887
O -1.5606 -4.5167 -0.5211
C -2.3727 1.9040 7.0018
C 0.4035 5.6516 -2.1933
O 2.2098 1.5656 4.9095
C 2.6310 1.6015 -1.5689
H -5.6612 5.1850 -4.0511
C 3.0234 -0.7894 -5.8896
O 5.5672 -4.0342 -0.7874
H -0.4130 -0.4363 -5.1846
H 4.0107 -0.9861 -6.3074
C 0.5790 2.4352 -4.8185
C 0.0431 -0.5488 0.4665
H 3.1456 -0.5683 -1.4809
H 4.3245 2.3398 3.0674
C -1.1124 1.3323 -3.9266
H 1.7596 1.6018 -0.9141
H -2.0861 -3.7721 -5.6382
O -1.3576 -2.8840 -3.9005
F -4.9230 2.7892 3.3103
O -1.3430 1.1045 6.8250
H -3.2954 -0.1486 0.9975
O 3.2611 0.8023 6.7002
H -3.1542 0.6443 4.3838
C 0.6555 -4.5212 -0.0526
H 1.4321 -5.2739 -0.1878
H -1.1562 -0.7696 5.8273
O -1.2612 -1.2288 2.2386
O 1.1421 -1.9453 -5.2600
H -0.1913 -5.4658 -1.8400
H -1.0947 0.5981 4.8090
H -4.2834 -5.6077 -5.1050
C -2.2019 -2.5531 -2.9577
O -3.2201 -3.3139 -2.9572
C -3.6663 4.1613 2.0651
H -7.6545 6.3319 -1.3910
H 0.4945 5.4575 -3.2619
O 4.1929 -2.5150 -0.1553
O -2.3176 -4.8556 1.5684
O -3.8134 2.4545 -1.5141
C 3.2276 1.0376 5.4944
C -0.0073 -1.5417 2.4769
H 3.3454 -2.1650 2.2016
H -0.2053 -3.6802 -1.7896
H -1.1770 6.6913 -1.2303
O -1.3353 4.6467 -0.9752
O -2.0001 -1.7171 -2.0731
O 5.8564 0.4212 -1.4903
H -5.3275 4.7366 3.3477
O -2.4059 3.6241 2.4609
C -0.2953 -4.5912 -1.1979
H 2.7743 0.2441 -6.1301
C 2.9661 -5.8865 6.2272
O 1.4300 -1.8751 -3.0283
O -3.3410 1.6191 6.1213
O -3.4295 4.2817 4.2398
H 0.6648 -5.0360 4.4150
C 1.8580 -1.5876 -4.1726
H -2.8988 -5.2491 -3.1325
C 2.3862 1.6311 3.5015
H 1.9942 3.8106 3.3242
H 2.4363 -2.8425 -6.4712
C -6.4491 4.5361 -2.1074
C -1.3469 -1.0010 0.8325
C 5.0576 -2.6627 1.0065
H -2.3628 0.7059 -0.3911
H -1.1221 -4.7815 -4.5163
C 4.2099 -2.8237 2.2845
C 5.8545 -3.8651 0.6058
O 4.2612 0.8810 4.5715
H 3.1448 2.5627 -1.5790
C -7.0119 5.5098 -1.0757
O 2.1199 -6.0877 5.2809
C 4.7991 0.5830 -2.3056
C -3.0467 -4.3785 -3.7715
O 4.0749 -3.3018 -2.3102
H 0.2947 -0.8747 -0.5427
H 5.6120 -1.7357 1.1530
O 3.6572 -6.7524 6.7392
H 6.9107 -3.6222 0.7229
H -7.5797 4.9260 -0.3513
C 3.6047 0.4154 -1.3830
O 1.3537 3.3432 -5.0534
C -0.7055 0.6132 -5.2169
H 1.4036 -1.8042 -7.2713
C -1.0580 5.7578 -1.7804
H 2.1311 2.9428 1.7739
C -1.4275 -4.7452 0.7801
C -1.5465 0.2440 5.7357
H -5.1457 6.0476 -2.5994
H -4.6760 -3.8019 -5.0794
H 4.7904 -0.1825 -3.0816
O -0.0758 -4.8413 1.1089
C -4.4591 4.0790 3.3094
C 1.8216 2.8619 2.8158
H 1.1146 -3.5328 -0.0298
C -4.5705 3.3402 -1.9191
H 2.1200 -4.8507 3.6318
H 2.5079 -3.0723 5.2111
O 0.3683 -1.9549 3.5701
O -1.3789 3.1696 4.4309
O -5.8148 3.4437 -1.4553
H 5.5215 -4.7377 1.1677
C -2.3309 3.6510 3.7680
C -3.0608 0.3707 5.4348
C 2.0456 -3.9325 5.6953
H -3.5913 -0.4682 5.8850
O 4.2102 0.5595 -0.1469
C -2.3586 0.2321 0.5905
H -6.2035 6.0432 -0.5756
O -2.4264 2.8001 7.8141
O -4.2685 4.2373 -2.8364
*
```

As for the HOMO-LUMO gap: 9.47 eV. Its HOMO energy is -9.85 eV. The molar mass is 1264.9 g mol⁻¹.

Atomic partial charges in e from the Mulliken method, atoms 1 to 6: atom 1 (H): 0.22, atom 2 (O): 0.33, atom 3 (H): 0.41, atom 4 (H): -0.39, atom 5 (H): -0.20, atom 6 (C): -0.56

***

[2]
C15H34NO14 | wB97M-V/def2-TZVPD

```
! RIJCOSX wB97M-V def2-TZVPD def2/J DEFGRID3
* xyz -1 1
H 8.1689 -3.5099 1.4158
C -2.0360 -4.3451 -4.8374
C -0.9472 -2.8184 -3.1813
H 5.8357 2.0470 0.5096
H -0.7656 6.7611 -2.3777
C -5.1853 0.3729 -0.0410
O -3.9849 0.3933 -0.0705
H 1.5774 1.5137 -0.6760
O -5.9405 -0.8121 0.0437
C -5.2537 -2.1078 -0.0217
H 5.7042 3.9016 0.4844
H -5.0751 -2.6585 0.9019
H -2.9027 -4.0868 -5.4458
H 1.0700 -3.8453 -1.3852
C 6.1897 -2.7167 1.4091
H 4.5078 2.8529 1.2318
C 6.2492 -2.0988 0.0663
H -3.1509 4.2447 1.0384
O 5.4151 -3.8053 1.2819
O 5.9758 -3.2427 -0.7360
C -7.2646 1.4826 0.1948
H -0.4809 -3.4260 -0.5140
H -7.4962 0.6051 0.7985
C -0.2486 5.9554 -2.8989
O 0.8618 5.6330 -2.2047
H -3.4063 5.6064 2.2493
H -4.3247 -2.0747 -0.5908
C -1.8604 1.1480 4.9131
H 7.2395 -3.7718 2.8817
O -1.4786 -3.1022 -4.4186
C 5.4507 -4.2188 0.0059
C 7.4122 -3.0702 2.0655
H 7.9182 -2.1682 2.4098
H 0.0068 6.2355 -3.9209
H 0.2228 1.6979 0.1261
H -8.0684 1.5726 -0.5359
O -1.2902 2.5535 2.7289
O 4.6879 2.7457 -0.8710
H -2.1685 0.6292 5.8209
N 0.5838 1.6311 -0.8148
O 5.1065 -5.2625 -0.5739
C -0.0034 -4.0135 -1.2982
H -0.9158 5.0972 -2.9783
O -0.4459 -1.7694 -2.8515
H 5.6880 -1.9814 2.0381
H -2.5495 -4.9346 -4.0778
H -1.4012 -4.9184 -5.5130
H -1.8056 4.9385 1.8616
H -7.3777 2.4268 0.7275
C 5.2104 2.9334 0.4024
C -2.2240 2.8363 3.3501
H 5.3905 -1.4419 -0.0721
O -2.7243 2.2932 4.4844
O -5.9163 1.4712 -0.2105
H 0.4319 2.5504 -1.2045
H 0.0916 0.9440 -1.3677
O -3.0761 3.8143 3.1364
O -0.7114 -3.9770 -2.5008
H -0.8656 1.5153 5.1653
H -5.9512 -2.7795 -0.5221
H -1.9150 0.4398 4.0863
H -0.0720 -4.9866 -0.8118
H 7.1496 -1.5992 -0.2909
C -2.8618 4.6997 1.9858
*
```

As for the HOMO-LUMO gap: 3.44 eV. Its HOMO energy is -2.04 eV. The molar mass is 452.4 g mol⁻¹.

Atomic partial charges in e from the natural (NBO) method, atoms 1 to 6: atom 1 (H): 0.21, atom 2 (C): -0.26, atom 3 (C): 1.00, atom 4 (H): 0.09, atom 5 (H): 0.08, atom 6 (C): 1.00

***

[3]
C22H17BrIN9O3RuS | wB97M-V/def2-TZVPD

```
! RIJCOSX wB97M-V def2-TZVPD def2/J DEFGRID3
* xyz 0 1
Ru -0.6459 -1.4229 0.9567
C -0.9213 -1.9610 -5.6758
H -0.8364 -2.5077 -6.6056
H -3.7002 -0.4495 3.9426
C -2.6393 0.3265 2.3752
N -3.0115 1.5828 2.4616
N -2.0004 -2.4499 1.9873
C -0.6501 3.9130 -3.2326
N -3.4474 -2.9962 3.5402
C 1.2863 3.3152 -1.9283
I 1.2626 -3.5436 0.9108
C -2.2836 -1.0080 -3.9431
N -2.3528 2.2007 1.4520
N -3.0842 -0.6812 3.1819
C 4.7573 -0.0364 3.8778
C -1.2389 2.6980 -2.9231
H -3.2541 -0.8087 -3.5055
C 0.2304 -1.5307 -5.0205
C 0.1315 -0.8341 -3.8305
N -2.1097 -3.8114 2.0327
H 3.1977 2.5512 5.4209
H 2.2600 3.5668 -1.5296
H 1.2922 1.6594 4.1139
C 0.7106 2.0931 -1.6090
C -2.8561 -2.0056 2.9212
H 1.1951 1.3924 -0.9420
H 1.0156 -0.4964 -3.3046
C -1.1314 -0.5772 -3.3075
C 0.6122 4.2172 -2.7388
C 2.2652 1.1895 4.0461
H 5.7276 -0.5095 3.8252
C -0.4433 -3.0770 -0.2312
C 2.4457 0.0852 3.2239
H 3.8336 -1.3761 2.4873
H -1.1709 -3.8723 -0.1251
C 3.6906 -0.5224 3.1381
O 0.3226 -0.9833 3.0175
H -2.2297 2.4545 -3.2879
H -3.0637 -2.0433 -5.6522
H -1.1804 4.6264 -3.8487
C 4.5638 1.0700 4.6884
N -2.9410 -4.1103 2.9481
C 1.2980 -0.4448 2.4361
N -1.6235 1.3794 0.8038
Br 6.0202 1.7502 5.6877
H 1.2039 -1.7373 -5.4445
C 3.3290 1.6914 4.7794
C -2.1730 -1.7003 -5.1436
H 1.0649 5.1711 -2.9748
C -0.5391 1.8042 -2.1281
N -1.7684 0.1525 1.3727
O 1.3049 -0.3587 1.1713
H -0.1689 -2.8472 -1.2558
S -1.3072 0.2509 -1.7438
O -0.2493 -0.4383 -0.8682
*
```

As for the HOMO-LUMO gap (spin up / spin down): 6.76 / 6.91 eV. The energy above the lowest of the compared OMol25 structures with the same formula, charge and spin comes out at 9.2 kcal/mol. Its HOMO energy (spin up / spin down) is -8.41 / -8.46 eV. The molar mass is 795.4 g mol⁻¹.

Atomic partial charges in e from the natural (NBO) method, atoms 1 to 6: atom 1 (Ru): 0.99, atom 2 (C): -0.18, atom 3 (H): 0.22, atom 4 (H): 0.44, atom 5 (C): 0.48, atom 6 (N): -0.35

***

[4]
C6H9N | wB97M-V/def2-TZVPD

```
! RIJCOSX wB97M-V def2-TZVPD def2/J DEFGRID3
* xyz 0 1
H -0.4521 1.8990 -2.3544
H 0.4974 -2.2606 0.7989
C 0.2281 1.0966 -2.0607
C 0.0358 0.0073 2.3609
H 1.0707 -0.2125 2.6437
C -0.4699 -0.0337 -1.2965
C -0.2165 -0.2855 0.9324
H -0.1453 1.0706 2.5496
H 0.7965 0.7063 -2.8909
H -1.0854 1.5318 0.1088
C -0.0769 -1.3516 -1.0460
H 0.0736 -2.2511 -1.6424
H -0.6317 -0.5752 2.9934
H 0.9677 1.5927 -1.3869
N 0.1177 -1.4650 0.3120
C -0.7098 0.5310 -0.0220
*
```

As for the structure (SMILES): Cc1c[nH]c(C)c1. As for the HOMO-LUMO gap: 8.70 eV. The energy above the lowest of the compared OMol25 structures with the same formula, charge and spin comes out at 38.7 kcal/mol. Its HOMO energy is -7.70 eV. The molar mass is 95.1 g mol⁻¹.

Atomic partial charges in e from the natural (NBO) method, atoms 1 to 6: atom 1 (H): 0.21, atom 2 (H): 0.41, atom 3 (C): -0.61, atom 4 (C): -0.64, atom 5 (H): 0.21, atom 6 (C): -0.14

***

[5]
C32H64O22 | wB97M-V/def2-TZVPD

```
! RIJCOSX wB97M-V def2-TZVPD def2/J DEFGRID3
* xyz 0 1
H 0.7010 0.0987 -5.5102
H -4.5683 5.6209 1.8813
O 5.3323 -0.0259 2.1970
H -8.6926 5.0632 -1.0215
C -6.5731 4.8566 -1.2708
H -2.8854 1.3739 1.7658
H -1.0964 -1.2008 -3.3807
H 4.1216 -1.3716 4.1606
H -0.7800 3.6134 4.0759
H 0.1762 4.6477 -1.6625
O -4.2936 -2.8268 1.2589
C -0.3147 -0.5302 -3.7346
H 0.5849 -0.7029 -3.1424
H 4.3736 -2.4691 -1.1805
H 3.6577 -1.9545 2.5867
H 1.5687 -3.4663 1.2293
C -5.6132 -2.9992 1.1803
C 8.0269 -7.2470 -0.5402
H 3.9812 -3.0391 0.4695
H 7.6457 -8.2625 -0.5505
C -3.1660 0.5187 1.1522
H 1.2992 1.6591 0.0223
H -3.7071 2.7799 -1.9679
H -3.9462 2.7596 -3.7210
C 0.4598 1.8829 4.1011
H -5.7071 4.4875 2.5834
H -5.4152 3.0044 0.5360
C 7.1610 -5.1080 -0.2671
O -1.8690 4.0895 1.4187
H 6.1354 -1.1771 -4.8541
O -0.2661 -0.9362 -0.0552
H -3.6237 -0.2692 1.7503
O -5.7637 4.5030 -2.0862
C 4.2824 0.5539 2.3086
C -1.9168 1.2320 -3.5790
H 4.6907 -1.4536 0.1873
H -2.0003 -4.9192 2.4535
H 5.0682 0.9528 -4.3093
C 4.7041 -2.4954 -0.1418
H -3.6801 -4.8036 3.1696
O -1.9753 2.4674 -3.0663
H -1.4487 2.2220 3.1480
H 1.5970 -0.9975 4.6930
H -2.5475 -3.4292 3.0785
H 0.0001 1.4122 4.9732
C 0.0468 -0.7104 -5.1978
H 1.3282 2.4725 4.3926
C -0.5506 2.7693 3.4235
C -3.2635 3.0488 -2.9249
H 5.2486 -2.0306 -3.5725
H -1.4394 4.1520 -1.1412
H 1.9710 -2.7006 4.3974
H 3.0472 2.2881 2.0934
H 1.2257 -1.7144 3.1831
H -4.0323 4.0343 2.3397
C 4.0177 1.9206 1.7506
C 0.9626 -1.5722 0.3075
H -8.0774 5.3154 -2.6675
H 8.4517 -6.9587 -1.5004
O 0.0852 4.1351 0.2835
C 1.9954 -1.7022 3.9614
O 6.0296 -4.4740 0.0112
H 0.5398 -1.6760 -5.3499
H 1.6944 2.8749 -1.2110
H -3.1560 4.1298 -2.9677
C -0.6897 3.8661 1.3341
H 4.7721 2.6121 2.1190
C -4.8672 4.5709 1.8872
H 4.0101 1.8951 0.6641
O -6.1894 -4.0224 0.9375
C -0.5508 4.7072 -0.8556
H 0.4805 1.5941 -1.5570
H 3.8231 -0.2526 -4.6763
H -8.0694 -2.5286 1.9137
H 1.5718 -1.5257 -0.5920
C -3.4500 -3.9885 1.2041
O -0.6572 0.8353 -3.4959
H 0.4260 -3.6398 -0.1191
H 0.7875 1.0357 3.4985
H -3.9502 0.8662 0.4765
H -7.8785 -2.1187 0.2229
C -5.2171 4.0762 0.5010
H 6.5366 -2.6911 0.9619
O 2.4991 0.9737 -1.3972
H 1.4900 -1.0497 1.1064
C 0.7213 -3.0066 0.7190
H -4.3619 4.2791 -0.1419
H -3.9817 -4.8159 0.7346
H -7.8305 6.5767 -1.4722
O -6.3700 4.7844 0.0549
H -7.9405 -0.7900 1.3701
C 3.3339 -1.3093 3.4058
C 1.4083 1.8406 -1.0446
C 2.9239 0.9236 -2.6545
C 5.6696 -1.0750 -3.8715
O 4.0073 0.1596 -2.6921
O 0.0824 3.3314 2.2612
H 6.4525 -0.7581 -3.1821
C -7.8904 5.4993 -1.6119
O -0.8745 -0.5243 2.0906
H -0.7876 5.7571 -0.6859
O -2.1495 0.0146 0.3117
O -2.8462 0.5896 -3.9808
C -7.6070 -1.8113 1.2368
O 6.9342 -6.4154 -0.1754
H -0.0957 -3.0590 1.4474
O 3.2198 0.0357 2.9262
O 2.4335 1.5150 -3.5762
H -0.8443 -0.7692 -5.8254
O 8.2106 -4.5954 -0.5566
C -2.9102 -4.3262 2.5700
H 8.8381 -7.1901 0.1902
C 4.6278 0.0106 -3.9865
H 6.7295 -2.7025 -0.7904
O -6.1903 -1.8283 1.4223
C -1.0705 -0.4880 0.9032
C 6.1003 -3.0502 0.0293
H -2.6620 -3.7338 0.4906
*
```

As for the structure (SMILES): CCOC(=O)OC.CCOC(=O)OC.CCOC(=O)OC.CCOC(=O)OC.CCOC(=O)OC.CCOC(=O)OC.CCOC(C)=O.CCOC(C)=O. As for the HOMO-LUMO gap: 10.97 eV. The energy above the lowest of the compared OMol25 structures with the same formula, charge and spin comes out at 0.0 kcal/mol. Its HOMO energy is -10.43 eV. The molar mass is 800.8 g mol⁻¹.

Atomic partial charges in e from the Mulliken method, atoms 1 to 6: atom 1 (H): 0.31, atom 2 (H): 0.34, atom 3 (O): -0.60, atom 4 (H): 0.34, atom 5 (C): 0.72, atom 6 (H): -0.04

***

[6]
C23H44B3ClF4O6P | wB97M-V/def2-TZVPD

```
! RIJCOSX wB97M-V def2-TZVPD def2/J DEFGRID3
* xyz 1 1
H -0.6599 -4.0789 -1.2308
H -0.7660 -0.7830 -1.5888
H 3.7115 2.1397 0.0739
Cl 2.0015 1.2375 -1.8069
H -4.3857 -2.6162 1.7003
H 0.9098 0.0229 1.5852
H 0.9234 -5.5806 2.2883
H -4.9854 -0.3087 -3.8112
C 7.4324 5.4127 1.8278
H 1.6852 -1.5364 1.8550
B 3.2041 6.5264 -0.5053
C -4.8374 -5.9639 0.8165
H -5.8838 -3.2597 1.0852
H -4.8400 -2.2319 -0.6999
C -1.5913 -4.3878 -0.7459
C -1.2828 -5.1958 0.5243
H 7.1246 5.0248 -0.2309
C 2.0401 7.5667 -0.6524
F 6.8677 7.6015 2.5234
H -0.0361 -1.3467 2.1617
F 5.7634 5.9785 3.4170
C -4.3782 -3.1714 -0.3875
C 6.7681 5.7642 0.4938
B 5.2012 5.7621 0.4779
H -2.9166 -0.7173 -0.1812
H -4.7852 -3.9318 -1.0582
H 1.3246 -1.0808 -0.5784
H -2.9802 -3.4633 -3.1251
H -2.0661 -5.0623 -1.4685
C -4.7447 -1.2075 -3.2404
O 4.4895 6.7951 -0.1070
C 0.4984 -1.4306 0.0400
H -3.4354 -4.8062 1.9813
H 0.4746 -2.5183 -0.0675
C 1.7007 2.5310 -0.5741
O 1.5677 9.9085 -0.9183
H -2.8220 -1.1718 -4.1783
C 2.2954 9.0489 -0.5702
H -5.1770 -1.0357 -2.2519
H -2.0815 -1.5700 1.0804
H -5.9138 -6.0312 0.6492
C -4.8015 -3.4069 1.0704
C -4.4851 -4.7662 1.6906
H -0.7910 0.2596 -0.1984
H -5.1215 -2.4850 -4.9540
C 2.8848 2.8141 0.2886
H 0.9769 -3.9193 2.8701
C -0.7806 -0.7914 -0.4970
H -1.5207 -2.5605 -2.8537
H -2.8404 -0.4282 -2.6057
H -4.3522 -5.9248 -0.1621
H -4.5205 -6.8924 1.2912
O 2.9013 5.1876 -0.7627
H 8.5113 5.5666 1.7547
H 1.2760 7.3383 0.0977
H -1.3653 -4.8239 2.6460
O 0.6372 3.0388 -0.5331
F 7.8210 6.3238 3.9811
C -2.5891 -2.5778 -2.6182
C -3.2176 -1.2868 -3.1664
H -5.0451 -4.8328 2.6252
F 3.4892 9.3477 -0.0126
H 2.5966 2.6600 1.3325
O 4.4427 4.7025 0.9632
H 1.5538 7.4007 -1.6172
H -1.1118 -3.3752 1.7161
H -0.4875 -5.8893 0.2412
C -2.0923 -1.4169 -0.0002
H -5.1645 -3.3499 -3.4196
C -5.4138 -2.4044 -3.9058
B 3.4160 4.2983 0.1495
C 0.6656 -4.5507 2.0386
C 6.9690 6.3341 2.9546
C -0.8339 -4.4290 1.7785
H 7.9499 3.5607 2.1425
H 7.1322 6.7349 0.1557
P -2.6485 -2.9158 -0.8390
C 0.7770 -1.0569 1.4917
O 7.1543 4.0851 2.2286
H -2.1403 -5.8287 0.7451
H -6.4981 -2.3052 -3.8728
H 1.2524 -4.2668 1.1626
*
```

As for the HOMO-LUMO gap: 10.58 eV. Its HOMO energy is -12.62 eV. The molar mass is 591.5 g mol⁻¹.

Atomic partial charges in e from the Mulliken method, atoms 1 to 6: atom 1 (H): 0.67, atom 2 (H): 0.34, atom 3 (H): 0.46, atom 4 (Cl): -0.28, atom 5 (H): 0.33, atom 6 (H): 0.33

***

Q: The highest molar mass belongs to which entry?
A: C45H62F2O39